No. 1
Entry from the OMol25 dataset: 3 unconnected molecules or ions with the total composition CH7NO3 (ωB97M-V/def2-TZVPD).

Geometry as ORCA input:
```
! RIJCOSX wB97M-V def2-TZVPD def2/J DEFGRID3
* xyz 0 1
N -0.124 -2.249 -0.219
C 0.787 -1.878 0.723
O 0.837 -0.880 1.396
H -0.957 -1.730 -0.401
H 0.288 -2.748 -1.051
H 1.621 -2.610 0.637
O -0.744 1.355 -1.162
H -1.081 2.095 -0.588
H -1.016 1.650 -2.037
O -0.225 2.593 0.951
H -0.112 1.625 1.019
H 0.725 2.775 0.731
*
```

The value obtained for the highest occupied orbital energy is -10.2 eV. Its total energy is -322.770994 a.u. As for the structure (SMILES): NC=O.O.O. Its gap between HOMO and LUMO is 0.4053 hartree. The strongest force on any atom comes out at 0.039 hartree/bohr. Its energy above the lowest of the compared OMol25 structures with the same formula, charge and spin is 11.1 kcal per mole.

***

No. 2
Entry from the OMol25 dataset: 2 unconnected molecules or ions with the total composition C2H10N2S (ωB97M-V/def2-TZVPD).

Geometry as ORCA input:
```
! RIJCOSX wB97M-V def2-TZVPD def2/J DEFGRID3
* xyz 1 2
C 1.434 0.276 1.693
S 0.843 1.951 2.069
H 1.820 0.232 0.671
H 2.245 -0.077 2.337
H 0.565 -0.337 1.859
H 1.945 2.486 2.606
N -1.443 -0.897 -0.138
C -0.381 -0.481 -1.089
N -1.040 -0.394 -2.310
H -2.269 -1.298 -0.592
H -1.764 -0.131 0.465
H -0.044 0.513 -0.823
H 0.443 -1.182 -1.124
H -1.363 0.499 -2.650
H -0.990 -1.160 -2.973
*
```

The value obtained for the highest occupied orbital energy (alpha / beta) is -12.2 / -12.2 eV. Its total energy is -589.547772 a.u. Its gap between HOMO and LUMO (alpha / beta) is 0.3218 / 0.1419 hartree. The strongest force on any atom comes out at 0.025 hartree/bohr. Its energy above the lowest of the compared OMol25 structures with the same formula, charge and spin is 10.9 kcal per mole.

***

No. 3
Entry from the OMol25 dataset: a single C4H6O2 molecule (ωB97M-V/def2-TZVPD).

Geometry as ORCA input:
```
! RIJCOSX wB97M-V def2-TZVPD def2/J DEFGRID3
* xyz 0 1
O 1.479 0.926 1.277
C 1.701 0.349 0.239
C 0.688 -0.492 -0.501
C -0.635 -0.580 0.215
C -1.566 0.543 0.177
O -1.791 -0.622 -0.609
H 2.698 0.418 -0.245
H 1.124 -1.485 -0.676
H 0.529 -0.053 -1.496
H -0.672 -1.244 1.079
H -2.259 0.696 1.003
H -1.292 1.441 -0.379
*
```

The value obtained for the highest occupied orbital energy is -10.1 eV. Its total energy is -306.434752 a.u. As for the structure (SMILES): O=CC[C@H]1CO1. Its gap between HOMO and LUMO is 0.4054 hartree. The strongest force on any atom comes out at 0.010 hartree/bohr. Its energy above the lowest of the compared OMol25 structures with the same formula, charge and spin is 44.9 kcal per mole.

***

No. 4
Entry from the OMol25 dataset: a single CH4O2S2 molecule (ωB97M-V/def2-TZVPD).

Geometry as ORCA input:
```
! RIJCOSX wB97M-V def2-TZVPD def2/J DEFGRID3
* xyz 0 1
C 0.493 0.938 0.746
O -0.021 0.664 -0.548
S -0.497 -0.886 -0.917
O -1.073 -0.864 -2.216
S -1.617 -1.679 0.904
H 0.653 -0.040 1.138
H -0.186 1.708 1.274
H 1.440 1.589 0.643
H 0.808 -1.429 -1.023
*
```

The value obtained for the highest occupied orbital energy is -9.4 eV. Its total energy is -987.228097 a.u. As for the structure (SMILES): CO[S@H](=O)=S. Its gap between HOMO and LUMO is 0.3160 hartree. The strongest force on any atom comes out at 0.075 hartree/bohr. Its energy above the lowest of the compared OMol25 structures with the same formula, charge and spin is 76.1 kcal per mole.

***

No. 5
Entry from the OMol25 dataset: a molecular structure, C12H19O4PY (ωB97M-V/def2-TZVPD).

Geometry as ORCA input:
```
! RIJCOSX wB97M-V def2-TZVPD def2/J DEFGRID3
* xyz 3 1
Y 0.135 1.112 -2.785
O 0.804 -2.252 -1.780
C 0.561 -1.135 -2.023
C -0.598 2.226 -0.826
O -1.051 2.834 0.060
C -1.714 0.234 -1.621
O -2.725 -0.066 -1.116
C 1.930 1.209 -1.246
O 2.879 1.303 -0.579
C -0.429 2.128 -5.544
H 0.620 1.938 -5.786
H -1.142 1.367 -5.870
C -0.837 3.271 -4.958
H -1.892 3.481 -4.773
H -0.143 4.067 -4.679
C 2.716 -0.371 1.891
C 1.609 -1.288 1.431
P 0.125 -0.462 0.727
C -1.037 -1.888 0.765
C -1.182 -2.784 1.980
C -0.667 0.536 2.036
C -0.518 0.054 3.466
H 3.199 0.073 1.029
H 3.509 -0.932 2.388
H 2.348 0.400 2.573
H 1.991 -1.921 0.623
H 1.364 -2.012 2.198
H -2.014 -1.491 0.498
H -0.736 -2.502 -0.082
H -1.807 -2.366 2.768
H -1.648 -3.718 1.660
H -0.237 -3.066 2.428
H -0.264 1.547 1.931
H -1.718 0.614 1.735
H 0.509 -0.267 3.656
H -0.735 0.899 4.131
H -1.207 -0.770 3.697
*
```

The value obtained for the highest occupied orbital energy is -19.8 eV. Its total energy is -1148.067573 a.u. Its gap between HOMO and LUMO is 0.2130 hartree. The strongest force on any atom comes out at 0.142 hartree/bohr. Its energy above the lowest of the compared OMol25 structures with the same formula, charge and spin is 0.0 kcal per mole.

***

No. 6
Entry from the OMol25 dataset: a single C4H9NOS molecule (ωB97M-V/def2-TZVPD).

Geometry as ORCA input:
```
! RIJCOSX wB97M-V def2-TZVPD def2/J DEFGRID3
* xyz 0 1
C -0.544 0.291 -1.762
C -0.328 0.687 -0.255
C -1.135 -0.405 0.719
S -0.573 -1.066 2.354
N 0.981 0.732 0.129
C 2.035 -0.083 0.557
O 2.144 -0.991 1.438
H 0.126 -0.387 -2.298
H -1.635 -0.098 -1.886
H -0.669 1.288 -2.270
H -0.831 1.718 -0.007
H -1.466 -1.151 -0.048
H -2.002 0.220 1.130
H -0.345 -2.389 2.153
H 1.394 1.664 0.328
H 2.847 -0.031 -0.284
*
```

The value obtained for the highest occupied orbital energy is -8.3 eV. Its total energy is -685.877355 a.u. As for the structure (SMILES): C[C@@H](CS)NC=O. Its gap between HOMO and LUMO is 0.3249 hartree. The strongest force on any atom comes out at 0.106 hartree/bohr. Its energy above the lowest of the compared OMol25 structures with the same formula, charge and spin is 88.9 kcal per mole.

***

> Which formula does entry 1 have?

CH7NO3